No. 1
Formula: C24H32N4O4S
Source: the OMol25 dataset
Level of theory: ωB97M-V/def2-TZVPD

Atoms and positions in Å:
C 3.574850 2.049741 -2.471166
C 4.018907 0.704468 -3.041762
C 5.490966 0.768010 -3.445010
C 3.812142 -0.443705 -2.048701
C 2.354963 -0.709184 -1.685407
N 1.893594 0.201135 -0.646903
C 0.602355 0.521516 -0.466654
O -0.291587 0.048455 -1.154223
C 0.316040 1.493619 0.667691
C -0.333641 0.687502 1.801753
C -0.850744 1.610813 2.904112
N -1.724018 2.637145 2.396728
S -3.358740 2.336684 2.369818
O -3.670379 1.659745 3.594420
O -3.996595 3.586852 2.077497
C -3.694096 1.214904 1.005609
C -3.638329 -0.148601 1.216561
C -3.846724 -1.005595 0.148247
C -4.107653 -0.490827 -1.111350
C -4.183961 0.878886 -1.306601
C -3.977752 1.738940 -0.240544
C -1.164322 3.428727 1.331390
C -0.649574 2.575627 0.170693
C 2.162396 -2.154879 -1.174352
O 3.081244 -2.860744 -0.817327
N 0.869322 -2.526875 -1.171929
C 0.421038 -3.744834 -0.526968
C -0.210569 -3.428095 0.801217
C -1.539601 -3.711187 1.084591
C -2.064272 -3.331393 2.309981
C -1.238666 -2.664734 3.201576
N 0.031866 -2.397666 2.947223
C 0.528553 -2.776640 1.785045
H 2.508908 2.055650 -2.259341
H 3.780963 2.843192 -3.186011
H 4.117182 2.272667 -1.554198
H 3.423214 0.495306 -3.937314
H 5.652068 1.553822 -4.179010
H 6.113219 0.976922 -2.577539
H 5.812590 -0.176143 -3.877409
H 4.379641 -0.252415 -1.134954
H 4.212131 -1.363089 -2.480110
H 1.704414 -0.564378 -2.555995
H 2.593606 0.541659 -0.006648
H 1.241682 1.955672 1.025462
H 0.383275 -0.014706 2.230034
H -1.161490 0.113026 1.381420
H -0.007687 2.100537 3.405278
H -1.419056 1.049985 3.645809
H -3.445387 -0.517587 2.212193
H -3.802618 -2.073064 0.299063
H -4.260195 -1.160444 -1.944392
H -4.400166 1.275808 -2.286712
H -4.043508 2.809959 -0.352103
H -0.340899 4.020789 1.748831
H -1.948788 4.110089 1.001564
H -0.144758 3.218142 -0.553763
H -1.480390 2.081047 -0.334605
H 0.168070 -1.818997 -1.373235
H 1.307507 -4.371904 -0.389679
H -0.290567 -4.258806 -1.179389
H -2.150918 -4.227157 0.356722
H -3.091209 -3.542323 2.566063
H -1.602916 -2.329740 4.163373
H 1.575072 -2.551329 1.621343

Forces on the atoms, in the same order (eV/Å):
C -0.08 -0.16 -0.31
C 0.17 0.05 0.25
C -0.30 -0.05 -0.06
C -0.31 0.03 -0.33
C 0.15 -0.29 0.00
N 0.44 -0.15 0.00
C 0.15 0.41 0.40
O -0.28 0.01 -0.22
C -0.41 -0.20 -0.19
C 0.17 0.20 0.14
C 0.20 -0.69 0.17
N -1.09 -0.08 0.14
S 0.13 0.23 0.21
O 0.15 -0.30 -0.16
O 0.11 -0.08 -0.35
C 0.04 0.43 0.53
C -0.06 -0.14 0.09
C 0.02 0.03 0.04
C -0.01 -0.02 -0.02
C 0.04 0.05 0.03
C -0.10 0.12 -0.10
C 0.05 0.31 -0.61
C 0.14 0.03 0.13
C -0.13 0.43 -0.46
O 0.36 -0.17 0.23
N -0.47 -0.25 -0.08
C 0.20 -0.05 0.01
C -0.23 -0.07 0.06
C 0.24 0.03 0.06
C 0.05 0.03 0.02
C -0.36 -0.11 0.03
N 0.34 0.18 0.34
C 0.01 -0.15 -0.24
H -0.07 0.10 0.05
H 0.02 0.13 -0.04
H 0.07 0.05 0.16
H -0.01 -0.03 0.02
H 0.07 0.09 -0.07
H 0.11 0.03 0.11
H 0.10 -0.10 -0.05
H 0.12 -0.05 0.06
H 0.04 0.01 0.10
H 0.07 0.01 0.08
H -0.14 0.10 0.00
H 0.05 -0.02 -0.01
H -0.06 0.00 -0.01
H 0.10 -0.05 0.01
H -0.08 0.00 0.03
H 0.25 -0.03 0.09
H 0.03 -0.13 0.09
H 0.00 -0.08 0.02
H -0.02 -0.06 -0.07
H -0.02 0.04 -0.07
H -0.03 0.12 -0.10
H -0.10 0.02 0.02
H 0.22 0.14 -0.07
H -0.04 0.03 -0.06
H 0.11 0.05 -0.02
H 0.17 0.06 0.01
H -0.18 0.01 -0.09
H 0.09 -0.03 0.10
H -0.06 -0.03 -0.08
H -0.10 0.00 0.04
H -0.14 -0.02 0.08
H 0.13 0.01 -0.12

- SMILES: CC(C)C[C@H](NC(=O)C1CCN(S(=O)(=O)c2ccccc2)CC1)C(=O)NCc1cccnc1
- Kohn-Sham gap: 9.9 eV
- Total charge: 0
- Lowest unoccupied orbital energy: 0.6 eV
- Multiplicity: 1
- Energy above the lowest of the compared OMol25 structures with the same formula, charge and spin: 66.4 kJ/mol

No. 2
Formula: C24H32NOPPdS2Si
Source: the OMol25 dataset
Level of theory: ωB97M-V/def2-TZVPD

Atoms and positions in Å:
Pd -0.169376 0.271844 -0.579969
C 0.691603 0.632183 5.774393
C 0.514218 0.533853 4.293613
C 1.593486 0.462607 3.419851
C 1.378101 0.362193 2.061582
N 0.155528 0.315699 1.517466
C -0.895894 0.424354 2.353164
C -0.757455 0.523800 3.716171
H 1.741943 0.666463 6.052937
H 0.228542 -0.224209 6.267054
H 0.199603 1.527724 6.156113
H 2.609634 0.491206 3.789808
H 2.211382 0.332684 1.379891
H -1.877529 0.431659 1.901646
H -1.644781 0.601324 4.330631
C -0.468372 -3.070910 -1.953382
Si -1.338548 -1.939994 -0.792479
C -1.253306 -2.585367 0.936496
C -3.061801 -1.531716 -1.312019
H -1.025826 -4.013110 -1.876895
H 0.551853 -3.282780 -1.646802
H -0.510202 -2.762760 -2.997071
H -1.637102 -3.609103 0.831559
H -1.905081 -2.068475 1.637530
H -0.245272 -2.657717 1.343351
H -3.622810 -2.464537 -1.170028
H -3.142846 -1.246680 -2.358308
H -3.529569 -0.774082 -0.684036
C 2.056375 -0.717352 -3.152643
P 2.006460 -0.269211 -1.396318
C 2.814522 1.341686 -1.298078
C 2.191849 2.462788 -0.752321
C 2.848825 3.684471 -0.731936
C 4.124528 3.793413 -1.263542
C 4.751657 2.680674 -1.812106
C 4.103962 1.458016 -1.827358
C 3.141307 -1.430300 -0.596108
C 3.236025 -2.743778 -1.062510
C 4.129861 -3.632262 -0.486896
C 4.950405 -3.217794 0.552461
C 4.896362 -1.903187 0.993800
C 4.002937 -1.012430 0.421383
H 3.100036 -0.842307 -3.441628
H 1.626305 0.085674 -3.749093
H 1.521989 -1.643171 -3.349509
H 1.192136 2.406345 -0.333614
H 2.362362 4.549953 -0.302871
H 4.634381 4.747340 -1.251446
H 5.746630 2.766792 -2.227190
H 4.606989 0.594030 -2.245507
H 2.656997 -3.073288 -1.913044
H 4.200343 -4.642734 -0.866290
H 5.652002 -3.910393 0.997447
H 5.565472 -1.563876 1.773105
H 4.018481 0.022099 0.740999
C -3.419409 3.682697 -2.413260
O -2.474787 2.668909 -2.878602
C -1.886369 1.867266 -2.075573
S -2.029709 1.802353 -0.386097
S -0.770227 0.745060 -2.736125
H -4.209748 3.700188 -3.154895
H -2.885520 4.627782 -2.393617
H -3.805054 3.423791 -1.431783

Forces on the atoms, in the same order (eV/Å):
Pd 0.22 0.56 0.14
C 0.00 0.01 0.00
C 0.00 0.00 0.01
C 0.00 0.02 0.00
C -0.03 -0.02 -0.02
N 0.01 0.02 -0.06
C 0.04 -0.09 -0.02
C -0.01 0.01 0.01
H 0.00 0.00 0.00
H 0.00 0.00 0.00
H 0.00 0.00 0.00
H 0.00 0.00 0.01
H -0.06 -0.05 0.03
H -0.04 -0.07 0.02
H 0.00 0.00 0.00
C 0.01 0.10 -0.13
Si -0.24 -0.13 0.05
C 0.08 0.03 0.01
C -0.01 0.03 0.09
H -0.01 0.01 0.00
H 0.09 -0.03 -0.02
H 0.05 0.03 0.00
H 0.01 0.00 0.03
H 0.03 0.04 0.01
H 0.00 0.03 0.01
H 0.00 0.01 -0.02
H 0.01 0.02 -0.03
H 0.00 -0.02 -0.03
C 0.02 0.01 -0.01
P -0.05 -0.11 0.15
C 0.04 0.04 -0.05
C 0.01 -0.03 -0.01
C 0.00 0.02 0.00
C 0.00 0.00 0.00
C 0.00 0.00 0.00
C -0.02 0.02 0.02
C 0.02 -0.05 -0.06
C -0.01 0.00 0.02
C 0.00 -0.01 0.00
C 0.00 0.00 -0.01
C -0.01 0.01 0.01
C -0.02 0.02 0.02
H -0.01 -0.02 0.00
H 0.01 -0.01 0.02
H -0.03 -0.03 -0.01
H -0.01 0.00 0.01
H 0.00 0.00 0.00
H 0.00 0.00 0.00
H 0.00 0.00 0.00
H 0.01 0.00 0.01
H -0.09 -0.03 -0.01
H 0.00 0.00 0.00
H 0.00 0.00 0.00
H 0.00 0.00 0.00
H 0.05 -0.01 -0.03
C 0.05 -0.01 0.00
O -0.11 -0.02 -0.07
C 0.01 0.06 0.02
S 0.05 -0.26 -0.10
S -0.05 -0.10 -0.05
H 0.01 0.00 -0.01
H 0.00 0.01 0.03
H -0.02 -0.02 0.01

- Kohn-Sham gap: 7.4 eV
- Total charge: +2
- Lowest unoccupied orbital energy: -7.1 eV
- Multiplicity: 1
- Energy above the lowest of the compared OMol25 structures with the same formula, charge and spin: 18.8 kJ/mol

No. 3
Formula: C24H33As2BCsO7
Source: the OMol25 dataset
Level of theory: ωB97M-V/def2-TZVPD

Atoms and positions in Å:
Cs 1.387701 -0.954609 2.434538
O -0.172369 0.585000 5.090108
C 1.109980 0.853158 5.337364
O 1.701170 1.797890 4.876051
C 1.779645 -0.256860 6.137204
O 2.143619 -1.196776 5.156732
C 2.662636 -2.419720 5.642650
C 2.842880 -3.411646 4.437436
O 3.708130 -4.281586 4.585757
O 2.079498 -3.219602 3.459138
H -0.499157 1.101540 4.320887
H 2.655299 0.145466 6.657304
H 1.079766 -0.681521 6.866508
H 3.625975 -2.273169 6.141643
H 1.972538 -2.871892 6.367846
C 3.939031 -4.716996 0.964606
As 2.669680 -3.298601 0.489959
C 1.055296 -4.368592 0.710304
C 2.691319 -3.378685 -1.475322
C 3.528361 -4.244250 -2.170993
C 3.557820 -4.264823 -3.558653
C 2.735779 -3.404554 -4.269253
C 1.899887 -2.533388 -3.585064
C 1.866742 -2.500393 -2.195657
As 0.699928 -1.265902 -1.190460
C -0.841479 -1.229988 -2.426606
C 1.528527 0.415808 -1.781829
H 3.680353 -5.678188 0.516416
H 3.883200 -4.803811 2.052264
H 4.959709 -4.447373 0.691550
H 1.122262 -5.290946 0.132257
H 0.180593 -3.808233 0.378777
H 0.970923 -4.593725 1.772380
H 4.172838 -4.921314 -1.622645
H 4.215702 -4.949758 -4.079813
H 2.749170 -3.411421 -5.352639
H 1.263414 -1.862222 -4.151887
H -0.595411 -0.858789 -3.421360
H -1.587185 -0.575798 -1.974133
H -1.261912 -2.232285 -2.511186
H 1.627432 0.469609 -2.866715
H 2.517465 0.509185 -1.331915
H 0.901248 1.235635 -1.430769
C -5.235630 4.474617 -2.586769
C -3.705657 4.508283 -2.467217
C -3.224493 5.968315 -2.452464
C -3.115970 3.837939 -3.711603
C -3.267546 3.813723 -1.177613
C -3.723108 4.308401 0.044570
C -3.361695 3.746802 1.265746
C -2.518010 2.656011 1.246324
O -1.994447 1.932377 2.265843
B -1.142429 0.911351 1.718257
O -1.245399 1.084267 0.288227
C -2.057830 2.142813 0.032936
C -2.417725 2.704849 -1.175663
H -5.557445 4.967815 -3.507300
H -5.707826 4.979142 -1.744023
H -5.589665 3.442553 -2.600447
H -3.519233 6.483339 -3.370395
H -2.136785 5.999005 -2.371102
H -3.641184 6.514519 -1.606387
H -3.448318 4.368214 -4.606420
H -3.435053 2.797703 -3.794774
H -2.025335 3.863619 -3.690569
H -4.384851 5.166392 0.062994
H -3.723513 4.151268 2.202649
H -2.028861 2.270840 -2.087605

Forces on the atoms, in the same order (eV/Å):
Cs -0.28 1.24 -0.43
O -0.06 -0.19 0.10
C 0.04 0.19 -0.30
O 0.02 -0.09 0.16
C -0.05 0.10 0.08
O -0.02 0.08 0.38
C 0.14 -0.48 -0.28
C 0.15 0.08 0.53
O 0.00 0.00 0.06
O 0.19 -0.89 0.40
H 0.05 -0.02 -0.09
H -0.02 0.01 -0.03
H 0.01 -0.05 -0.05
H 0.00 0.05 -0.08
H -0.05 0.03 -0.05
C -0.03 0.01 0.02
As 0.48 -0.44 -0.27
C -0.23 -0.13 0.11
C 0.03 0.00 -0.08
C 0.13 -0.13 -0.02
C -0.07 0.06 0.04
C 0.04 -0.04 -0.06
C -0.10 0.11 -0.06
C 0.09 -0.11 0.06
As -0.18 0.10 -0.46
C 0.03 0.00 0.21
C -0.01 0.05 0.06
H -0.02 0.05 -0.05
H -0.02 0.04 0.00
H -0.04 0.04 -0.04
H 0.06 0.03 -0.01
H 0.01 0.02 0.04
H -0.03 0.01 -0.01
H -0.01 0.00 0.00
H 0.01 0.00 0.00
H -0.03 0.02 0.00
H 0.01 -0.01 -0.01
H 0.09 0.01 0.02
H 0.02 0.00 0.00
H 0.03 0.00 0.02
H -0.02 -0.10 0.00
H -0.02 -0.01 0.01
H 0.01 -0.02 0.03
C 0.08 -0.02 0.04
C 0.05 0.03 -0.16
C -0.02 -0.09 0.03
C -0.02 0.02 0.09
C -0.10 0.10 0.07
C -0.07 0.07 -0.02
C 0.11 -0.16 0.18
C 0.01 0.04 -0.56
O -0.22 0.25 0.13
B -0.09 -0.04 0.36
O 0.10 -0.01 -0.39
C -0.30 0.34 0.46
C 0.18 -0.27 -0.03
H -0.02 0.01 -0.02
H -0.03 0.01 0.00
H -0.03 0.00 -0.01
H -0.01 -0.01 -0.02
H 0.01 0.05 0.01
H 0.00 0.02 0.01
H -0.01 0.00 -0.01
H 0.00 -0.01 -0.01
H 0.01 -0.02 -0.03
H 0.00 0.01 -0.05
H -0.01 0.01 -0.01
H -0.02 0.04 -0.02

- Kohn-Sham gap: 5.8 eV
- Total charge: -1
- Lowest unoccupied orbital energy: 2.2 eV
- Multiplicity: 1
- Energy above the lowest of the compared OMol25 structures with the same formula, charge and spin: 0.0 kJ/mol

No. 4
Formula: C24H33AuN6O4S
Source: the OMol25 dataset
Level of theory: ωB97M-V/def2-TZVPD

Atoms and positions in Å:
Au -1.892560 0.035454 1.227778
C -4.071501 1.123470 2.969835
N -2.630597 0.865949 3.156578
C -2.431136 -0.154398 4.203233
C -1.911019 2.058747 3.543993
C -2.389007 2.939736 4.492534
C -1.658543 4.065880 4.862793
C -0.407877 4.316461 4.299089
C 0.107513 3.443825 3.374058
C -0.644906 2.318230 2.939184
N -0.180676 1.463395 2.030488
C 0.789904 1.647437 1.111382
C 0.727280 2.769080 0.262744
C 1.529660 2.874380 -0.848095
C 2.434206 1.853098 -1.150991
C 2.523942 0.742569 -0.345640
C 1.715457 0.588754 0.800656
N 1.808088 -0.513861 1.579824
C 2.416489 -1.725629 1.102629
C 1.512467 -0.536183 2.985890
H -4.589432 1.286007 3.916823
H -4.213895 1.998802 2.338087
H -4.522211 0.261205 2.481854
H -2.783409 0.199868 5.177589
H -2.979454 -1.056022 3.937086
H -1.371008 -0.389906 4.287638
H -3.330170 2.762885 4.986511
H -2.061004 4.737318 5.605892
H 0.158482 5.182485 4.609418
H 1.095837 3.596054 2.966162
H -0.007487 3.523770 0.500518
H 1.468451 3.746027 -1.479109
H 3.089087 1.950875 -2.000377
H 3.277050 0.002738 -0.559976
H 3.483095 -1.760347 1.341279
H 1.939013 -2.572239 1.593178
H 2.274465 -1.827866 0.030416
H 2.409313 -0.857104 3.528990
H 1.229719 0.442262 3.356860
H 0.714865 -1.252627 3.199944
C 3.242449 -2.571995 -5.211685
C 3.236453 -2.117278 -3.768548
S 1.563178 -1.637838 -3.242329
O 1.477343 -1.720300 -1.790605
O 1.227334 -0.347762 -3.777616
C 0.386726 -2.911772 -3.851264
C -1.060511 -2.420529 -3.781070
N -1.270106 -1.427988 -2.744152
C -1.458565 -1.666483 -1.433963
N -1.566726 -0.520995 -0.764609
C -1.428017 0.485691 -1.669006
C -1.238565 -0.061953 -2.904502
N -1.083822 0.675520 -4.127496
O -1.233691 0.091425 -5.168610
O -0.868337 1.848563 -3.981794
C -1.578990 -3.016437 -0.847952
H 4.256927 -2.539396 -5.604326
H 2.635416 -1.907190 -5.824778
H 2.885414 -3.595472 -5.304107
H 3.820357 -1.207969 -3.639912
H 3.580026 -2.883306 -3.076862
H 0.574725 -3.752093 -3.187305
H 0.652490 -3.167048 -4.872318
H -1.727029 -3.268493 -3.593618
H -1.343648 -1.955618 -4.728956
H -1.482116 1.525257 -1.418726
H -2.393233 -3.572329 -1.318909
H -1.776308 -2.929744 0.217339
H -0.657666 -3.577048 -0.999067

Forces on the atoms, in the same order (eV/Å):
Au -0.63 -0.33 -0.44
C -0.56 0.06 -0.12
N 0.22 -0.10 -0.28
C 0.07 -0.44 0.35
C -0.07 0.34 0.13
C -0.05 -0.36 -0.16
C 0.06 0.02 -0.06
C 0.18 -0.06 -0.07
C -0.04 0.30 0.13
C 0.60 -0.10 -0.13
N -0.58 0.25 0.71
C 0.47 0.63 -0.55
C -0.14 -0.32 0.38
C -0.08 0.02 0.06
C 0.21 -0.61 0.31
C 0.25 0.35 -0.62
C -0.10 0.03 0.50
N 0.02 0.56 -0.36
C 0.39 -0.61 -0.49
C -0.17 0.14 0.74
H 0.09 0.01 0.08
H 0.06 -0.06 -0.02
H 0.02 0.02 0.06
H -0.04 0.05 -0.11
H 0.01 0.00 -0.02
H -0.02 0.01 -0.02
H -0.19 -0.07 -0.03
H -0.03 0.04 0.05
H 0.05 0.01 0.00
H 0.05 0.04 -0.09
H -0.05 0.11 -0.05
H -0.01 0.13 -0.07
H 0.07 -0.02 -0.12
H -0.01 -0.12 -0.01
H 0.00 0.07 0.08
H -0.02 0.02 0.09
H 0.04 0.02 0.14
H -0.07 -0.03 -0.13
H 0.11 -0.10 0.01
H 0.02 0.01 -0.05
C 0.11 -0.03 -0.22
C -0.77 -0.07 0.03
S 0.04 -0.30 0.57
O 0.19 -0.37 -0.13
O 0.48 -0.05 -0.73
C 0.77 0.46 0.23
C -0.05 -0.25 -0.49
N -0.37 0.42 0.07
C -0.25 -0.03 0.29
N -0.04 -0.28 0.31
C 0.20 0.14 -1.00
C -0.35 0.34 1.21
N -0.38 -0.13 0.50
O -0.04 -0.22 -0.70
O 0.20 0.65 -0.07
C 0.04 -0.13 -0.12
H 0.01 -0.03 0.01
H 0.00 -0.01 -0.11
H -0.03 0.00 -0.09
H -0.09 0.14 0.17
H -0.02 0.01 0.08
H 0.03 -0.15 -0.07
H -0.02 -0.08 -0.06
H 0.14 0.16 -0.04
H 0.05 -0.20 0.33
H -0.01 0.15 0.04
H 0.00 0.02 0.09
H -0.02 -0.03 0.00
H 0.07 -0.06 0.07

- Kohn-Sham gap (alpha / beta): 8.7 / 5.4 eV
- Total charge: +2
- Lowest unoccupied orbital energy (alpha / beta): -4.9 / -8.5 eV
- Multiplicity: 3

Record-wise molecular weight values, in g mol⁻¹: 472.61 580.14 727.08 698.60
Record-wise electronic energy values, in a.u.: -1851.9683 -2618.3878 -5977.6549 -2097.0180